## a
One molecule with the formula C4H5NO3. Source: the Open Molecules 2025 dataset; level of theory: ωB97M-V/def2-TZVPD.

## Properties
- HOMO energy (eV) = -9.2
- E_LUMO (hartree) = 0.025
- net charge = 0
- SMILES = O=C1NO[C@@H]2C[C@@]12O
- gap between HOMO and LUMO (eV) = 9.9

Last column: Löwdin charge in e.
Element x y z (Å)
O  0.6971  -1.3916  0.1337  -0.060
O  -0.3477  1.1514  -1.9494  0.123
O  -1.4444  -0.1905  0.9341  0.028
N  0.1577  -0.9844  -1.1427  0.109
C  -0.3808  0.5890  0.4823  -0.306
C  0.9628  -0.1647  0.7095  -0.240
C  -0.1933  0.4020  -1.0133  -0.375
C  0.4700  0.8386  1.7411  0.071
H  -0.1219  0.7070  2.6490  0.121
H  0.8594  -1.1711  -1.8482  0.150
H  -1.2555  -1.1233  0.7137  0.113
H  1.8195  0.2881  0.2266  0.154
H  1.2007  1.6448  1.7929  0.114

=====

## b
One molecule with the formula C4H5NO3. Source: the Open Molecules 2025 dataset; level of theory: ωB97M-V/def2-TZVPD.

## Properties
- HOMO energy (eV) = -9.4
- E_LUMO (hartree) = 0.008
- net charge = 0
- SMILES = C=C(NC=O)OC=O
- gap between HOMO and LUMO (eV) = 9.7

Last column: Löwdin charge in e.
Element x y z (Å)
O  -2.1849  -0.1800  1.1216  0.066
O  -0.3481  -1.4967  0.5765  -0.015
O  0.4717  2.5610  -1.6677  -0.001
N  0.1958  0.6580  -0.3666  0.135
C  0.6501  -0.6192  0.1624  -0.340
C  0.9739  1.5701  -1.0750  -0.266
C  -1.5798  -1.2483  1.2669  -0.179
C  1.8000  -1.2121  0.0252  0.081
H  2.1145  1.4267  -0.8977  0.150
H  -0.6489  1.0236  -0.2123  0.072
H  1.9929  -2.2327  0.1913  0.067
H  2.3870  -0.5705  -0.6784  0.074
H  -1.7907  -2.2708  1.6448  0.155

=====

## c
One molecule with the formula C4H5NO3. Source: the Open Molecules 2025 dataset; level of theory: ωB97M-V/def2-TZVPD.

## Properties
- HOMO energy (spin up / spin down) (eV) = -8.4 / -8.1
- E_LUMO (spin up / spin down) (hartree) = -0.013 / -0.018
- net charge = 0
- gap between HOMO and LUMO (spin up / spin down) (eV) = 8.1 / 7.6

Last column: Löwdin charge in e.
Element x y z (Å)
O  -0.4020  1.4788  -0.2345  0.032
O  2.5096  0.5652  0.6939  0.153
O  1.9152  -0.4539  -1.2187  0.086
N  -0.6830  -0.9268  -0.0744  -0.010
C  -1.9295  -0.2688  -0.1035  -0.207
C  -1.5412  1.2234  -0.4486  -0.086
C  1.6737  -0.1087  -0.0755  -0.585
C  0.4335  -0.3268  0.5787  -0.039
H  -0.5108  -1.1545  -1.0703  0.149
H  3.1556  1.0057  0.2439  0.080
H  0.5308  -0.1187  1.7003  0.162
H  -2.4090  -0.3585  0.8898  0.120
H  -2.7430  -0.5565  -0.8811  0.144

=====

## d
One molecule with the formula C4H5NO3. Source: the Open Molecules 2025 dataset; level of theory: ωB97M-V/def2-TZVPD.

## Properties
- HOMO energy (eV) = -8.7
- E_LUMO (hartree) = 0.021
- net charge = 0
- SMILES = COc1cnoc1O
- gap between HOMO and LUMO (eV) = 9.3

Last column: Löwdin charge in e.
Element x y z (Å)
O  1.2893  0.5734  1.3698  0.040
O  -0.7865  -0.7781  -1.3417  -0.153
O  1.3226  -1.7612  0.8094  0.068
N  0.5174  1.6548  0.9359  0.039
C  -2.0847  -0.0611  -1.7082  -0.038
C  0.7522  -0.5143  0.6649  -0.270
C  -0.2945  -0.1130  -0.1697  -0.188
C  -0.2537  1.3731  -0.0208  -0.094
H  -2.8028  -0.9396  -1.9111  0.105
H  -2.3466  0.6067  -0.8178  0.087
H  -1.8117  0.5246  -2.6782  0.114
H  -0.8706  2.1091  -0.4279  0.102
H  0.8915  -2.2660  -0.0143  0.188

=====

Stability verdict: b, ahead by 0.0445 hartree